Here is a molecular structure, C24H18Cl5NO7Rb from the Open Molecules 2025 dataset. Energies are from wB97M-V/def2-TZVPD.

Computed properties:
HOMO-LUMO gap = 6.777 eV
Relative energy (zero: lowest compared OMol25 entry of this formula, charge and spin) = 9.50 kJ/mol
E_LUMO = 1.859 eV

Geometry as ORCA input:
```
! wB97M-V def2-TZVPD RIJCOSX def2/J DEFGRID3
* xyz -1 1
Rb 0.12 1.51 0.88
O 3.58 5.40 -0.61
C 2.79 4.54 0.07
O 1.60 4.51 -0.06
C 3.62 3.69 0.99
O 2.84 2.66 1.51
C 3.52 1.95 2.54
C 2.61 0.84 3.12
O 3.19 -0.21 3.43
O 1.40 1.15 3.22
H 2.99 5.92 -1.18
H 4.00 4.35 1.79
H 4.50 3.31 0.44
H 3.78 2.64 3.35
H 4.44 1.50 2.15
Cl -0.34 3.30 -3.40
C -1.84 2.66 -2.70
C -1.89 2.46 -1.34
C -3.07 1.94 -0.88
Cl -3.25 1.63 0.88
C -4.15 1.58 -1.68
Cl -5.60 0.87 -1.04
C -4.04 1.81 -3.05
Cl -5.36 1.40 -4.10
C -2.87 2.36 -3.58
Cl -2.75 2.62 -5.29
C 0.89 -1.92 4.37
O 0.65 -2.51 3.09
C -0.53 -2.25 2.50
C -1.61 -1.62 3.09
C -2.79 -1.46 2.37
C -2.91 -1.93 1.08
C -1.83 -2.56 0.48
C -0.65 -2.70 1.18
N 0.48 -3.36 0.63
C 0.88 -3.50 -0.63
C 0.56 -2.80 -1.78
C 0.91 -3.40 -3.03
C 0.63 -2.80 -4.21
C -0.01 -1.52 -4.21
C -0.31 -0.88 -3.06
C 0.02 -1.44 -1.76
O -0.12 -0.79 -0.72
H 0.23 -2.38 5.11
H 0.76 -0.84 4.32
H 1.94 -2.10 4.59
H -1.53 -1.24 4.10
H -3.63 -0.94 2.83
H -3.83 -1.78 0.52
H -1.89 -2.91 -0.54
H 1.04 -3.83 1.33
H 1.58 -4.33 -0.75
H 1.38 -4.38 -3.02
H 0.88 -3.28 -5.15
H -0.25 -1.05 -5.16
H -0.77 0.11 -3.06
*
```

Atomic partial charges in e from the Mulliken method, atoms 1 to 2: atom 1 (Rb): 0.820, atom 2 (O): -0.480